{
  "formula": "C41H43ClFN4O5Pb",
  "method": "ωB97M-V/def2-TZVPD",
  "species": ["Pb", "O", "C", "C", "O", "C", "C", "O", "C", "O", "O", "C", "C", "C", "C", "C", "C", "C", "C", "C", "C", "C", "C", "N", "C", "C", "C", "C", "C", "C", "F", "H", "H", "H", "H", "H", "H", "H", "H", "H", "H", "H", "H", "H", "H", "H", "H", "H", "H", "H", "H", "H", "N", "C", "C", "C", "C", "C", "C", "C", "H", "H", "H", "H", "H", "N", "C", "C", "N", "C", "C", "H", "H", "H", "H", "H", "H", "H", "H", "H", "H", "H", "Cl", "C", "C", "C", "C", "C", "C", "C", "H", "H", "H", "H", "H", "H"],
  "coordinates": [[-0.375, 1.148, 0.076], [5.134, 2.658, 2.873], [4.082, 2.418, 2.338], [3.847, 2.219, 0.853], [4.703, 2.143, -0.013], [2.405, 2.078, 0.696], [1.761, 2.070, 1.947], [0.497, 1.891, 2.068], [2.737, 2.244, 3.028], [2.550, 2.214, 4.227], [1.774, 1.892, -0.412], [-4.513, 3.160, -1.982], [-4.305, 1.676, -1.668], [-3.089, 1.140, -2.421], [-4.312, 1.364, -0.178], [-5.349, 0.565, 0.294], [-5.463, 0.236, 1.636], [-4.526, 0.718, 2.529], [-3.470, 1.521, 2.105], [-2.479, 2.026, 3.136], [-3.149, 2.948, 4.157], [-1.777, 0.868, 3.850], [-3.350, 1.846, 0.740], [-2.238, 2.592, 0.279], [-2.238, 3.941, 0.457], [-3.284, 4.709, 1.003], [-3.187, 6.089, 1.126], [-2.054, 6.772, 0.712], [-1.003, 6.044, 0.156], [-1.121, 4.685, 0.043], [-0.097, 3.978, -0.520], [-4.741, 3.283, -3.043], [-3.620, 3.741, -1.760], [-5.338, 3.580, -1.403], [-5.179, 1.147, -2.065], [-2.198, 1.713, -2.182], [-3.248, 1.223, -3.499], [-2.896, 0.090, -2.192], [-6.084, 0.194, -0.412], [-6.278, -0.391, 1.978], [-4.608, 0.467, 3.581], [-1.713, 2.604, 2.622], [-3.926, 2.419, 4.716], [-3.605, 3.811, 3.670], [-2.409, 3.314, 4.872], [-2.471, 0.329, 4.502], [-0.947, 1.242, 4.451], [-1.363, 0.153, 3.135], [-4.183, 4.199, 1.327], [-4.018, 6.635, 1.555], [-1.981, 7.846, 0.815], [-0.094, 6.520, -0.189], [0.253, 0.702, -3.047], [1.374, 0.485, -3.184], [2.770, 0.173, -3.331], [3.719, 1.044, -2.802], [5.057, 0.683, -2.844], [5.436, -0.523, -3.418], [4.483, -1.384, -3.949], [3.142, -1.042, -3.905], [3.405, 1.948, -2.300], [5.788, 1.337, -2.390], [6.481, -0.803, -3.439], [4.782, -2.329, -4.384], [2.384, -1.713, -4.287], [2.773, -3.617, 0.088], [3.503, -2.361, -0.119], [2.505, -1.217, -0.168], [1.640, -1.155, 1.000], [0.987, -2.426, 1.260], [1.957, -3.602, 1.310], [3.409, -4.406, 0.089], [1.882, -3.836, -1.156], [4.029, -2.441, -1.073], [4.241, -2.193, 0.677], [1.866, -1.343, -1.049], [3.030, -0.270, -0.280], [2.139, -0.811, 1.812], [0.261, -2.606, 0.457], [0.426, -2.363, 2.193], [1.415, -4.550, 1.350], [2.599, -3.521, 2.199], [3.783, -6.178, -2.199], [2.180, -6.561, -1.607], [1.992, -7.807, -1.029], [0.745, -8.152, -0.532], [-0.291, -7.229, -0.648], [-0.061, -5.995, -1.227], [1.197, -5.601, -1.709], [1.471, -4.197, -2.098], [2.823, -8.498, -0.979], [0.584, -9.121, -0.080], [-1.281, -7.473, -0.284], [-0.871, -5.279, -1.312], [2.214, -4.104, -2.892], [0.567, -3.640, -2.329]],
  "atomic_forces_ev_per_a": [[-0.03, -0.13, 0.06], [0.03, -0.05, 0.00], [0.00, 0.07, 0.01], [-0.02, -0.06, -0.01], [0.03, 0.09, -0.02], [-0.06, -0.01, -0.04], [0.11, 0.07, -0.06], [-0.05, -0.07, -0.05], [0.00, -0.05, 0.03], [-0.03, 0.03, 0.00], [0.02, -0.02, -0.01], [0.00, 0.01, 0.02], [-0.03, -0.03, 0.03], [-0.03, 0.00, -0.01], [0.08, 0.01, 0.02], [0.02, 0.01, 0.00], [0.00, 0.00, 0.01], [-0.03, 0.00, 0.02], [-0.02, 0.02, 0.04], [0.04, 0.00, 0.01], [-0.01, 0.01, 0.00], [0.00, -0.01, -0.01], [-0.08, 0.02, -0.13], [0.06, 0.00, -0.10], [-0.01, 0.04, 0.07], [0.00, -0.02, 0.01], [-0.01, 0.01, -0.01], [0.01, -0.01, -0.01], [-0.01, -0.01, 0.01], [0.03, -0.01, -0.05], [-0.01, 0.02, 0.04], [0.01, 0.01, 0.00], [0.04, 0.01, 0.03], [-0.01, -0.01, -0.01], [0.00, 0.01, 0.00], [0.04, 0.02, -0.01], [0.00, -0.01, 0.00], [0.00, 0.00, 0.02], [0.00, 0.00, 0.00], [0.00, 0.00, 0.00], [0.00, 0.00, 0.00], [-0.01, -0.03, 0.01], [0.00, 0.00, 0.01], [0.00, -0.01, 0.01], [0.00, 0.00, 0.00], [-0.01, -0.01, 0.00], [-0.01, 0.00, 0.00], [0.01, 0.01, 0.01], [0.00, 0.00, -0.01], [0.00, 0.00, 0.00], [0.00, 0.00, 0.00], [0.00, 0.00, 0.00], [0.01, -0.01, -0.03], [-0.06, 0.01, -0.06], [-0.01, 0.02, 0.12], [0.00, -0.07, 0.06], [-0.02, -0.01, -0.04], [0.04, 0.03, 0.01], [-0.04, -0.01, -0.04], [0.03, 0.00, 0.02], [0.01, -0.03, 0.00], [0.01, 0.00, 0.02], [0.00, 0.00, 0.00], [0.01, 0.00, 0.00], [-0.01, 0.01, -0.01], [0.94, 0.55, 2.07], [-0.09, -0.37, 0.01], [0.16, 0.03, -0.03], [-0.18, 0.21, 0.01], [0.00, -0.14, 0.00], [0.42, -0.08, -0.18], [0.01, 0.02, 0.05], [0.16, 0.62, -0.41], [0.07, 0.09, 0.01], [0.03, 0.11, -0.01], [-0.02, 0.01, 0.00], [-0.02, 0.03, -0.03], [0.03, -0.06, 0.02], [0.02, 0.04, -0.01], [0.00, 0.02, 0.02], [-0.05, 0.02, 0.13], [-0.11, 0.02, 0.14], [0.19, -0.07, 0.01], [0.62, -0.22, 0.02], [-0.12, -0.17, 0.00], [0.05, 0.20, -0.16], [0.01, -0.10, 0.01], [-0.05, 0.25, -0.07], [-0.83, -0.15, -0.03], [-0.97, -0.69, -1.47], [0.01, 0.01, 0.01], [0.00, 0.01, 0.01], [0.01, 0.01, 0.00], [-0.03, -0.04, 0.06], [-0.11, 0.04, 0.04], [-0.18, -0.07, -0.24]],
  "mulliken_charge": [1.3502, -0.6134, 0.1547, 0.3920, -0.6845, 1.1065, -0.3099, -0.2018, 0.0029, -0.6764, -0.6242, -1.5005, 0.5208, -1.2161, 0.6318, -1.2089, -1.5688, -0.4248, 0.7487, 1.4228, -1.7010, -1.5881, -0.3980, 0.6043, -0.1659, -0.3831, -1.0139, -0.5294, -0.7229, 0.3287, -0.2005, 0.4774, 0.2340, 0.3255, 0.5077, 0.0532, 0.5298, 0.2534, 0.3687, 0.3812, 0.3534, -0.1306, 0.3323, 0.3105, 0.4800, 0.4156, 0.4293, 0.1673, 0.6380, 0.3992, 0.3758, 0.4575, -0.5625, -0.0093, 0.3656, -0.0642, -0.5197, -0.4234, -0.6402, -0.2251, 0.3558, 0.4301, 0.3970, 0.3938, 0.4670, -0.1289, -1.2942, 0.5159, 0.1787, -0.5579, -1.0798, 0.2853, 0.0702, 0.3693, 0.3738, -0.2915, -0.0369, 0.3211, 0.2261, 0.5058, 0.4386, 0.4165, -0.2263, 0.7996, -0.7568, -0.3377, -0.7753, -0.3485, 0.2853, -1.1960, 0.4073, 0.3869, 0.3740, 0.3685, 0.3710, 0.4804],
  "total_charge": -1,
  "lumo_energy_ev": 2.114,
  "orbital_gap_ev": 6.9,
  "relative_energy_kj_mol": 60.3,
  "e_tot_ev": -79903.005,
  "largest_force_ha_per_bohr": 0.0455,
  "molar_mass_g_mol": 933.5
}